DFT (wB97M-V/def2-TZVPD) results for the molecule C9H24N2Si at a distorted geometry.

Geometry as XYZ:
```
36
Properties=species:S:1:pos:R:3:lowdin_charge:R:1
C -2.71 -1.80 -0.59 -0.11
C 2.74 -0.08 -2.01 -0.19
C 2.67 0.33 1.36 -0.12
C 0.72 -0.25 2.63 -0.13
C -1.99 1.63 1.06 -0.19
C -1.70 2.04 -1.45 -0.22
C -1.29 -2.00 0.00 -0.31
C 1.69 0.90 -1.62 -0.31
C 1.11 0.61 1.39 -0.41
N -0.21 -1.29 -0.63 -0.10
N -1.29 1.59 -0.18 -0.29
Si 0.33 0.30 -0.35 0.72
H -2.73 -1.85 -1.74 0.10
H -3.45 -2.50 -0.22 0.06
H -2.99 -0.76 -0.44 0.04
H 3.29 -0.45 -1.20 0.03
H 2.45 -1.03 -2.48 0.08
H 3.58 0.46 -2.50 0.09
H 3.14 0.57 2.29 0.08
H 2.83 -0.66 1.26 0.03
H 2.94 0.97 0.55 0.04
H -0.35 -0.53 2.80 0.06
H 1.02 0.30 3.58 0.09
H 1.47 -1.04 2.72 0.06
H -1.36 2.10 1.77 0.05
H -2.74 2.48 0.99 0.09
H -2.63 0.76 1.31 0.07
H -1.43 3.07 -1.59 0.06
H -1.10 1.60 -2.23 0.03
H -2.78 1.98 -1.72 0.09
H -1.34 -1.74 1.12 0.12
H -1.15 -3.07 -0.19 0.10
H 0.99 1.23 -2.52 0.09
H 2.02 1.89 -1.28 0.08
H 0.97 1.65 1.59 0.08
H 0.24 -1.70 -1.42 0.06
```

The calculation puts the gap between HOMO and LUMO at 8.28 eV. Its total charge is 0. Its molecular weight is 188.4 g/mol. The SMILES is CCN[Si@](CC)(C(C)C)N(C)C. The calculation puts the energy above the lowest of the compared OMol25 structures with the same formula, charge and spin at 149.6 kJ/mol. As for the energy: -756.2477 hartree. For the LUMO energy, the calculation gives 0.8 eV.